# 1
C24H29BN8OW as an isolated structure at a distorted geometry. Source: OMol25; level of theory: ωB97M-V/def2-TZVPD.

```
64
Properties=species:S:1:pos:R:3
W 0.1581 0.2525 0.1752
C -2.9589 -2.3642 1.4982
C -2.5653 -1.1222 1.0823
N -1.2015 -1.0641 1.0075
N -0.7331 -2.2939 1.3998
C -1.7677 -3.0726 1.6942
B 0.8129 -2.6598 1.3515
N 1.5809 -1.4706 2.0826
C 2.4426 -1.4841 3.0810
C 2.8561 -0.1662 3.3702
C 2.1819 0.6248 2.4930
N 1.4000 -0.1712 1.6812
N 1.2263 -2.5410 -0.1505
C 1.8177 -3.3528 -1.0196
C 1.9214 -2.7072 -2.2607
C 1.3754 -1.4724 -2.0727
N 0.9312 -1.3539 -0.7815
N 1.0766 -3.9412 2.0033
C 0.7785 -4.3140 3.2955
C 1.2761 -5.5688 3.4896
C 1.8653 -5.9164 2.2538
N 1.7676 -4.9471 1.3724
H -3.9602 -2.7225 1.6619
H -3.1672 -0.2639 0.8300
H -1.6063 -4.0847 2.0310
H 2.7233 -2.4211 3.5396
H 3.5569 0.1391 4.1283
H 2.2094 1.6949 2.3593
H 2.1163 -4.3357 -0.6876
H 2.3455 -3.1133 -3.1624
H 1.2559 -0.6555 -2.7675
H 0.2381 -3.6603 3.9626
H 1.2068 -6.1690 4.3792
H 2.3625 -6.8347 1.9831
C 4.1245 4.0424 -1.2717
C 3.4566 2.9476 -2.1308
C 3.8560 1.5682 -1.6188
C 1.9834 3.2569 -2.2229
C 1.5596 4.3301 -3.0060
C 0.2249 4.6750 -3.1303
C -0.7966 3.9516 -2.4650
C -0.4394 2.8897 -1.6886
C -1.4165 2.0600 -0.8842
C -1.2905 2.2695 0.6482
C -2.8834 2.2081 -1.2966
C 0.9399 2.5658 -1.5801
O 1.1833 1.5003 -0.8040
H 5.2027 3.8912 -1.2825
H 3.7834 3.9851 -0.2367
H 3.9226 5.0440 -1.6467
H 3.8268 3.0454 -3.1551
H 3.6414 1.4404 -0.5562
H 4.9331 1.4637 -1.7415
H 3.3903 0.7536 -2.1780
H 2.3082 4.8990 -3.5431
H -0.0559 5.5178 -3.7484
H -1.8269 4.2564 -2.5781
H -1.2182 0.9706 -1.1844
H -1.2570 3.3391 0.8686
H -0.3383 1.9682 1.1727
H -2.1212 1.8247 1.1974
H -3.2408 3.1972 -1.0080
H -3.5095 1.4730 -0.7945
H -2.9989 2.0865 -2.3713
```

Its net charge is +3. The multiplicity is 2. The value obtained for the gap between HOMO and LUMO (alpha / beta) is 5.081 / 4.945 eV. The energy relative to the best compared isomer or geometry (same formula, charge and spin) is 0.1474 eV. As for the expectation value of S²: 0.91. The HOMO energy (alpha / beta) is -17.13 / -17.12 eV. The value obtained for the LUMO energy (alpha / beta) is -12.05 / -12.18 eV.


# 2
A 3-piece molecular cluster, C41H51F6N4O3S overall at a distorted geometry. Source: OMol25; level of theory: ωB97M-V/def2-TZVPD.

```
106
Properties=species:S:1:pos:R:3
C -3.8669 -7.1307 -0.1055
C -3.8476 -5.7122 0.0567
N -3.6873 -4.1935 0.3103
N -3.4213 -3.4565 -0.7999
C -3.2260 -1.9877 -0.6266
C -2.8682 -1.1296 -2.0190
O -3.2108 0.1808 -2.1704
C -2.1313 -1.7999 -3.3399
F -1.9369 -0.7352 -4.3942
F -3.0288 -2.8203 -4.0016
C -0.6856 -2.5005 -3.0388
F -0.7205 -3.6702 -2.1312
F -0.1983 -3.0330 -4.3670
C 0.4916 -1.4933 -2.5059
F 1.0504 -2.0981 -1.2523
F 0.0955 -0.0739 -2.3681
C 1.7343 -1.5063 -3.6252
O 1.7733 -0.6592 -4.6792
O 2.8377 -2.4778 -3.5251
C -3.3596 -1.1769 0.8304
C -3.1992 0.4364 1.0302
C -1.6795 1.0229 0.8498
C -0.9531 0.9647 2.3186
C -0.2629 2.4230 2.7298
C 1.3496 2.1702 2.9300
C 2.0877 2.7477 1.5695
C 1.6390 1.8099 0.2625
C 2.7071 1.8996 -0.9894
C 4.2045 1.3184 -0.6153
C 4.2039 -0.2387 -0.1020
C 5.3232 -0.4233 1.1133
C 4.6680 -0.1934 2.6184
C 3.6800 -1.5146 2.8751
C 3.9828 -2.0866 4.4099
C 3.0180 -3.3796 4.7755
C 3.6487 -4.7765 4.1774
C -3.7245 -2.1746 2.1226
C -3.9294 -1.6348 3.6663
N -2.6269 -1.8090 4.4554
C -3.8705 -3.7979 1.7537
N -4.1536 -4.7180 2.9210
C -2.9914 -5.2434 3.4559
S -1.3726 -5.8196 3.6861
H -3.7085 -8.2227 -0.5549
H 2.6237 -3.2948 -4.0999
H -3.9176 0.9504 0.2331
H -3.6024 0.8076 2.0912
H -1.8048 2.1521 0.4829
H -1.1527 0.4035 0.0079
H -0.1710 0.0853 2.2789
H -1.6918 0.7103 3.2162
H -0.4355 3.1820 1.8449
H -0.7900 2.8850 3.6728
H 1.7023 2.6975 3.9201
H 1.6489 1.0355 3.0145
H 3.2477 2.7483 1.7511
H 1.6340 3.8111 1.3574
H 1.4733 0.7031 0.6327
H 0.6260 2.2614 -0.1130
H 2.7305 3.0096 -1.3624
H 2.3167 1.2472 -1.8996
H 4.7428 1.9960 0.1857
H 4.8516 1.3564 -1.6030
H 3.1682 -0.6361 0.2711
H 4.5744 -0.9576 -0.9728
H 6.2566 0.3011 0.9714
H 5.7749 -1.5194 1.0872
H 5.4635 -0.2054 3.4800
H 4.0236 0.7985 2.6706
H 2.5431 -1.2695 2.7002
H 4.0369 -2.3682 2.1483
H 5.1172 -2.4197 4.4350
H 3.7471 -1.2348 5.1982
H 2.8711 -3.4748 5.9539
H 1.9455 -3.1850 4.3372
H 3.5407 -4.7174 3.0000
H 3.1355 -5.7350 4.6103
H 4.8042 -4.7879 4.4290
H -4.2302 -0.4895 3.7293
H -4.7567 -2.2181 4.2683
H -1.8115 -1.6738 3.7851
H -2.5926 -2.8103 4.7908
C -3.5992 5.5701 2.7237
C -3.3754 6.9465 2.7027
C -3.0640 7.5849 1.5026
C -2.9861 6.8477 0.3206
C -3.2136 5.4719 0.3411
C -3.5158 4.8320 1.5428
H -3.8385 5.0724 3.6598
H -3.4429 7.5219 3.6226
H -2.8831 8.6562 1.4876
H -2.7482 7.3458 -0.6155
H -3.1544 4.8978 -0.5803
H -3.6875 3.7594 1.5593
C 0.6497 0.6627 -7.5278
C 1.1449 0.7856 -8.8257
C 0.3303 1.2902 -9.8389
C -0.9777 1.6815 -9.5518
C -1.4717 1.5621 -8.2531
C -0.6600 1.0488 -7.2418
H 1.2838 0.2663 -6.7392
H 2.1664 0.4871 -9.0479
H 0.7143 1.3795 -10.8515
H -1.6111 2.0793 -10.3403
H -2.4905 1.8686 -8.0292
H -1.0469 0.9508 -6.2313
```

Its net charge is +1. The value obtained for the gap between HOMO and LUMO is 4.683 eV. The HOMO energy is -10.37 eV. The value obtained for the LUMO energy is -5.69 eV.


# 3
A 2-piece molecular cluster, C6H16Si overall at a distorted geometry. Source: OMol25; level of theory: ωB97M-V/def2-TZVPD.

```
23
Properties=species:S:1:pos:R:3
C -1.9633 -1.2161 -1.5426
C -2.5884 -0.5988 0.9504
C 1.0344 -0.4226 1.8384
C 3.0544 1.6320 -0.6183
C -1.8564 -0.3302 -0.3351
C 1.0430 -0.4124 0.3294
Si 1.2126 1.1373 -0.7635
H -3.1213 -1.5332 -1.6257
H -1.5177 -0.6610 -2.3508
H -1.2976 -1.9792 -1.3256
H -2.2203 -1.4519 1.3245
H -2.2986 0.1618 1.7417
H -3.6108 -0.7202 0.8679
H 0.5031 -1.3610 2.0876
H 2.0576 -0.4089 2.0938
H 0.2736 0.3168 2.1000
H 3.6396 1.1871 -1.2946
H 3.1887 2.8172 -0.5944
H 3.5255 1.4351 0.3365
H -1.5625 0.6721 -0.2600
H 1.5721 -1.1821 -0.1618
H 0.8972 1.1398 -2.2416
H 0.5131 2.1859 -0.2037
```

Its net charge is 0. The value obtained for the gap between HOMO and LUMO (alpha / beta) is 7.870 / 8.946 eV. The energy relative to the best compared isomer or geometry (same formula, charge and spin) is 5.7389 eV. The HOMO energy (alpha / beta) is -7.41 / -7.94 eV. The value obtained for the LUMO energy (alpha / beta) is 0.46 / 1.01 eV.


# 4
C25H39Br2O3PSSe2SiTc as an isolated structure at a distorted geometry. Source: OMol25; level of theory: ωB97M-V/def2-TZVPD.

```
75
Properties=species:S:1:pos:R:3
Tc -0.9947 0.5316 -0.1165
Se -0.9063 2.7252 -1.2813
P -1.1759 1.6911 -3.2909
Se -1.6409 -0.3090 -2.4078
C 0.3505 1.5572 -4.2636
C 1.0541 0.3604 -4.3298
C 2.2067 0.2886 -5.0896
C 2.6570 1.4133 -5.7670
C 1.9534 2.6089 -5.6919
C 0.7941 2.6879 -4.9418
C -2.4706 2.4851 -4.2882
C -2.8801 1.8952 -5.4820
C -3.8527 2.5293 -6.2359
C -4.4029 3.7305 -5.8089
C -3.9795 4.3127 -4.6238
C -3.0146 3.6882 -3.8548
H 0.6920 -0.5198 -3.8119
H 2.7510 -0.6423 -5.1451
H 3.5654 1.3642 -6.3490
H 2.3108 3.4829 -6.2135
H 0.2334 3.6098 -4.8788
H -2.4460 0.9628 -5.8127
H -4.1810 2.0813 -7.1599
H -5.1745 4.2092 -6.3956
H -4.4033 5.2488 -4.2962
H -2.6708 4.1333 -2.9293
C 0.0258 -3.2155 -0.9851
C 0.9063 -2.5746 0.0862
C 2.0579 -1.8104 -0.5587
C 1.4160 -3.6476 1.0417
O 0.1062 -1.6195 0.8534
Si 0.5780 -0.6506 2.0873
S 0.9746 1.1440 0.7847
O -0.8360 -0.2681 2.7488
C -1.2554 -0.1295 4.1385
C -0.5038 1.0382 4.7575
C -2.7541 0.1491 4.1168
C -0.9557 -1.4184 4.8891
O 1.8402 -1.0459 2.9395
C 3.0876 -0.6436 3.5790
C 3.2185 0.8728 3.5744
C 3.0381 -1.2021 4.9978
C 4.2236 -1.2816 2.7863
H 0.6152 -3.9378 -1.5414
H -0.3431 -2.4765 -1.6972
H -0.8171 -3.7414 -0.5513
H 2.6100 -2.4523 -1.2343
H 2.7339 -1.4521 0.2125
H 1.6821 -0.9537 -1.1192
H 1.9578 -4.4099 0.4893
H 0.5764 -4.1119 1.5528
H 2.0771 -3.2068 1.7805
H -0.6108 1.9325 4.1504
H 0.5506 0.7979 4.8390
H -0.8889 1.2453 5.7499
H -2.9736 1.0527 3.5543
H -3.1105 0.2832 5.1321
H -3.2955 -0.6892 3.6863
H 0.0969 -1.6713 4.8111
H -1.5377 -2.2467 4.4959
H -1.2088 -1.2922 5.9367
H 2.4537 1.3408 4.1887
H 3.1382 1.2627 2.5618
H 4.1922 1.1459 3.9721
H 2.2154 -0.7672 5.5604
H 3.9675 -0.9690 5.5094
H 2.9150 -2.2824 4.9763
H 4.2916 -0.8458 1.7921
H 4.0753 -2.3544 2.6980
H 5.1618 -1.1102 3.3050
Br -3.3987 0.1436 0.6511
C -4.1077 -1.6528 0.9141
Br -3.7335 -2.8076 -0.5876
H -5.1826 -1.5346 1.0299
H -3.6448 -2.0615 1.8105
```

Its net charge is +2. The multiplicity is 2. The value obtained for the gap between HOMO and LUMO (alpha / beta) is 6.187 / 6.371 eV. As for the expectation value of S²: 1.21. The HOMO energy (alpha / beta) is -14.48 / -14.44 eV. The value obtained for the LUMO energy (alpha / beta) is -8.29 / -8.07 eV.


# 5
A 3-piece molecular cluster, C4H14O2S overall at a distorted geometry. Source: OMol25; level of theory: ωB97M-V/def2-TZVPD.

```
21
Properties=species:S:1:pos:R:3
C 2.2849 0.0431 -0.3638
C 0.9815 0.3121 -1.1394
C -0.0326 0.9497 -0.1591
C -1.2382 1.4264 -0.9717
S -2.5944 2.0972 0.1174
H 3.0463 -0.3789 -1.0215
H 2.1245 -0.6496 0.4575
H 2.6650 0.9789 0.0484
H 1.1089 0.9771 -1.9915
H 0.6157 -0.6407 -1.5372
H -0.4205 0.4242 0.7109
H 0.5130 1.8128 0.2342
H -0.9370 2.1779 -1.6967
H -1.6499 0.5586 -1.4873
H -3.4351 1.5401 -0.7566
O -1.6023 -1.8505 1.1023
H -1.9759 -2.6747 0.7869
H -1.6454 -1.2605 0.3485
O 1.0129 -1.8070 2.2218
H 0.0727 -1.6538 2.1178
H 1.1057 -2.3822 2.9791
```

Its net charge is 0. The value obtained for the gap between HOMO and LUMO is 9.661 eV. The energy relative to the best compared isomer or geometry (same formula, charge and spin) is 0.4273 eV. The HOMO energy is -9.14 eV. The value obtained for the LUMO energy is 0.52 eV. Its structure (SMILES) is CCCCS.O.O.


# 6
C19H29BF4N2O10PtSSi as an isolated structure. Source: OMol25; level of theory: ωB97M-V/def2-TZVPD.

```
68
Properties=species:S:1:pos:R:3
Pt 0.1266 -0.5610 -1.6142
O -2.9650 -2.5002 -3.5253
C -2.3922 -1.5082 -3.0875
O -1.8059 -1.4505 -1.9370
C -2.4694 -0.2201 -3.8984
C -3.3186 -0.2174 -4.9673
C -3.5873 0.9550 -5.6885
C -3.0440 2.1569 -5.2819
C -2.1915 2.1867 -4.2062
C -1.7627 0.9835 -3.5226
O -0.8071 1.0213 -2.7037
N -1.7336 3.5047 -3.7784
O -1.7957 4.4281 -4.5892
O -1.3572 3.6553 -2.6349
N -4.4855 0.9299 -6.8157
O -4.7816 1.9890 -7.3615
O -4.9232 -0.1487 -7.1912
H -3.8071 -1.1433 -5.2345
H -3.3005 3.0723 -5.7880
C 3.5819 1.7830 3.1241
C 3.2104 0.8738 1.9575
C 3.3263 1.6160 0.6341
C 4.1010 -0.3658 1.9612
O 1.8331 0.5306 2.1757
Si 0.8641 -0.7138 1.7497
S 1.3783 -1.6542 -0.0855
O 1.0542 -1.8474 2.9296
C 0.3570 -3.0545 3.2476
C -0.7252 -3.4093 2.2280
C -0.2790 -2.8347 4.6172
C 1.4053 -4.1588 3.3066
O -0.6760 -0.1682 1.8724
C -1.3181 1.1147 1.8039
C -2.7835 0.8154 1.5210
C -0.7416 1.9940 0.7015
C -1.1458 1.7963 3.1604
H 4.6391 2.0569 3.0728
H 3.3893 1.2679 4.0697
H 2.9787 2.6950 3.0957
H 4.3534 1.9600 0.4792
H 2.6609 2.4839 0.6330
H 3.0647 0.9661 -0.2037
H 5.1515 -0.0686 1.9258
H 3.8902 -0.9911 1.0924
H 3.9211 -0.9518 2.8689
H -1.4103 -2.5692 2.0861
H -1.2960 -4.2717 2.5819
H -0.2887 -3.6496 1.2585
H -0.9955 -2.0113 4.5498
H 0.4908 -2.5670 5.3462
H -0.7985 -3.7357 4.9575
H 1.8519 -4.2882 2.3181
H 0.9552 -5.1054 3.6221
H 2.1950 -3.8846 4.0114
H -2.8647 0.2506 0.5884
H -3.3512 1.7443 1.4220
H -3.2121 0.2169 2.3299
H -0.7122 1.4557 -0.2425
H 0.2732 2.3159 0.9483
H -1.3690 2.8750 0.5496
H -1.6440 1.2188 3.9446
H -1.5697 2.8043 3.1338
H -0.0817 1.8609 3.3970
F 4.1838 -0.0522 -2.2645
B 3.3717 -0.3133 -3.3926
F 3.7284 0.5246 -4.4637
F 3.4586 -1.6669 -3.7624
F 1.9953 -0.0207 -3.0325
```

Its net charge is -2. The multiplicity is 3. The value obtained for the gap between HOMO and LUMO (alpha / beta) is 7.189 / 6.959 eV. As for the expectation value of S²: 2.01. The HOMO energy (alpha / beta) is -3.10 / -3.49 eV. The value obtained for the LUMO energy (alpha / beta) is 4.09 / 3.47 eV.